(1)
The following is a DFT calculation (wB97M-V/def2-TZVPD) of C22H12F17InNO2 as an isolated structure.

Calculated values
total charge: -1
HOMO: -4.68 eV

Element x y z (Å)
In  -1.97089  0.46955  0.33886
C  2.18645  -4.88747  2.04745
C  1.58236  -3.64393  1.44737
C  1.63025  -3.38905  0.08456
C  1.07786  -2.23330  -0.42640
C  0.46349  -1.27055  0.38194
N  -0.03960  -0.10044  -0.22483
C  0.80379  0.73174  -0.94691
C  2.19050  0.47111  -1.00401
C  3.05103  1.14878  -1.84363
C  2.59137  2.15777  -2.67544
C  3.48251  2.85519  -3.67279
C  1.26580  2.52672  -2.51964
C  0.37749  1.90185  -1.64446
C  -1.01208  2.55646  -1.46253
O  -1.57429  2.38996  -0.21746
C  -1.96543  2.00476  -2.56509
F  -1.57493  2.25673  -3.82065
F  -3.21458  2.45893  -2.42524
F  -2.02401  0.65435  -2.44449
C  -0.93696  4.12806  -1.59549
F  -0.83230  4.60060  -2.85881
F  -2.03469  4.69511  -1.09162
F  0.10754  4.61118  -0.90923
C  0.32727  -1.56287  1.76243
C  0.91601  -2.73030  2.25130
C  -0.49516  -0.64378  2.70204
O  -1.73880  -0.34501  2.18620
C  -0.86785  -1.33997  4.06114
F  -1.46445  -2.52070  3.83012
F  0.17259  -1.57551  4.88989
F  -1.73610  -0.60392  4.75682
C  0.33089  0.63887  3.04300
F  0.60582  1.35410  1.94772
F  1.50929  0.33124  3.61774
F  -0.33091  1.45115  3.88153
H  2.81351  -5.40953  1.32433
H  1.40677  -5.57917  2.37763
H  2.79778  -4.64484  2.91850
H  2.09932  -4.10006  -0.58829
H  1.11772  -2.03822  -1.49033
H  2.59707  -0.29863  -0.36479
H  4.10319  0.87965  -1.84541
H  4.49842  2.46016  -3.62811
H  3.52957  3.93119  -3.48738
H  3.11473  2.71394  -4.69188
H  0.91609  3.36536  -3.10491
H  0.86600  -2.95922  3.30458
F  -4.68480  0.20479  -1.12518
C  -4.10682  -0.16494  0.06115
F  -4.91672  0.32823  1.05122
C  -4.23415  -1.69614  0.10656
F  -3.34885  -2.22656  -0.76225
F  -3.97287  -2.18358  1.31551
F  -5.45522  -2.12988  -0.25233

---

(2)
The following is a DFT calculation (wB97M-V/def2-TZVPD) of C22H13BrF3N5OOsS as an isolated structure in a non-equilibrium geometry.

Calculated values
total charge: +2
spin multiplicity: 5
HOMO (alpha / beta): -13.79 / -14.63 eV
relative energy (zero: lowest compared OMol25 entry of this formula, charge and spin): 40.1 kcal/mol

Element x y z (Å)
Os  -0.18775  -3.00635  -0.22346
Br  7.14071  4.03015  -0.88438
C  5.41407  3.96328  -0.20264
C  5.06114  2.91194  0.68397
C  3.85534  2.79783  1.27511
C  2.92278  3.82887  1.02828
C  3.26635  4.91498  0.17436
C  4.46222  4.97212  -0.45575
N  1.74147  3.88099  1.72453
N  0.97967  3.11058  2.28108
C  0.62687  1.84619  2.03044
C  -0.04416  1.14554  3.05340
C  -0.46662  -0.15815  2.90259
C  -0.20919  -0.93088  1.75492
O  -0.56960  -2.14657  1.58027
C  0.38472  -0.18402  0.65061
N  0.55616  -0.89256  -0.49188
C  0.95217  -0.33102  -1.62274
C  1.23274  1.01632  -1.64312
C  1.03710  1.75644  -0.46936
C  0.64877  1.17806  0.77260
H  5.84455  2.19568  0.92862
H  3.63010  2.01811  1.99741
H  2.49874  5.66414  0.00906
H  4.63664  5.74628  -1.21533
H  -0.19661  1.76058  3.91812
H  -1.00154  -0.62020  3.67312
H  1.00334  -0.89244  -2.55036
H  1.62042  1.46102  -2.51791
H  1.14048  2.79220  -0.27016
S  0.82199  -3.99406  -2.11348
C  1.67793  -4.13622  -0.68773
N  1.92945  -3.97780  0.46680
F  -6.66914  -1.71712  -1.83072
C  -6.42162  -2.95154  -1.38270
F  -7.06372  -3.13586  -0.20445
F  -6.83853  -3.92784  -2.21793
C  -4.93158  -3.05127  -1.18770
C  -4.11130  -2.70742  -2.23794
C  -2.73133  -2.73468  -2.00956
N  -2.19872  -2.96790  -0.82055
C  -2.99268  -3.26154  0.19158
C  -4.36907  -3.32374  0.03166
H  -4.55055  -2.33439  -3.14804
H  -2.01946  -2.60516  -2.81027
H  -2.56401  -3.49184  1.14299
H  -4.94879  -3.51075  0.92661

---

(3)
The following is a DFT calculation (wB97M-V/def2-TZVPD) of C22H14BrF6MoN5O6S2 as an isolated structure.

Calculated values
total charge: +1
spin multiplicity: 2
HOMO (alpha / beta): -10.93 / -11.06 eV
relative energy (zero: lowest compared OMol25 entry of this formula, charge and spin): 0.0 kcal/mol

Element x y z (Å)
Mo  -2.35975  -0.37373  -0.76002
F  -6.13022  0.57203  3.43467
C  -5.35347  -0.33267  2.88026
F  -4.50234  -0.81823  3.77628
F  -6.07295  -1.31328  2.36732
S  -4.33183  0.46891  1.57100
O  -3.46264  -0.64701  1.09843
O  -3.62695  1.55448  2.16831
N  -5.40363  0.82307  0.48388
S  -4.91792  1.43675  -0.87634
O  -3.43780  1.53695  -0.89389
O  -5.66782  2.54354  -1.32700
C  -5.18428  0.04691  -2.07717
F  -6.44667  -0.18188  -2.31266
F  -4.52797  0.28732  -3.19393
F  -4.62846  -1.08425  -1.50798
Br  5.32233  -2.66922  1.55180
C  5.00465  -1.02632  0.66395
C  5.10097  0.16476  1.36456
C  4.85372  1.35586  0.70156
C  4.43942  1.34455  -0.62318
C  4.38188  0.14638  -1.32912
C  4.69275  -1.04104  -0.68680
N  4.26552  2.60590  -1.28107
N  3.33262  2.81639  -2.06710
C  2.17675  1.95220  -2.10957
C  1.71847  1.54403  -3.33540
C  0.53687  0.79410  -3.48159
C  -0.22450  0.52060  -2.37754
O  -1.41689  -0.10813  -2.41570
C  0.21817  0.96098  -1.11029
N  -0.62676  0.66889  -0.06834
C  -0.35821  1.14319  1.13108
C  0.76693  1.94985  1.36906
C  1.62952  2.23441  0.34738
C  1.39885  1.70260  -0.94399
H  5.39111  0.16412  2.40601
H  4.96953  2.30427  1.21131
H  4.15247  0.14022  -2.38532
H  4.71130  -1.97170  -1.23818
H  2.29211  1.80929  -4.21465
H  0.19799  0.48520  -4.46109
H  -1.06354  0.91597  1.92104
H  0.91630  2.36135  2.35687
H  2.46610  2.89741  0.51849
O  -1.69581  -2.24601  -0.44828
N  -0.62257  -2.42582  0.35889
C  0.60665  -2.37155  -0.17062
C  1.70455  -2.50234  0.64897
C  1.52430  -2.68570  2.01164
C  0.23576  -2.75919  2.52114
C  -0.83668  -2.63152  1.66626
H  0.64050  -2.22663  -1.24088
H  2.69237  -2.46086  0.21592
H  2.38458  -2.77737  2.66091
H  0.04996  -2.92196  3.57269
H  -1.87534  -2.67609  1.95805

---

(4)
The following is a DFT calculation (wB97M-V/def2-TZVPD) of a single C22H14F2N2 molecule in a non-equilibrium geometry.

Calculated values
total charge: 0
HOMO: -9.37 eV
structure (SMILES): N#CC(C#N)(c1ccccc1)C(c1ccc(F)cc1)c1ccc(F)cc1

Element x y z (Å)
N  -3.27335  -1.56399  -0.29532
C  -2.16730  -1.33860  -0.07132
C  -0.76025  -0.94362  0.16935
C  0.11367  -1.81959  -0.59438
N  0.90274  -2.31060  -1.28657
C  -0.48265  -1.22640  1.69564
C  0.79907  -1.59443  2.16880
C  1.11774  -1.59967  3.54610
C  0.12043  -1.35008  4.49745
C  -1.19526  -1.15220  4.06439
C  -1.49618  -1.16334  2.68654
C  -0.44320  0.44719  -0.53778
C  0.87486  1.11577  -0.22182
C  0.95180  1.57388  1.09936
C  2.14228  1.98620  1.67896
C  3.28931  1.94453  0.89217
F  4.49352  2.27230  1.44065
C  3.26818  1.58860  -0.44599
C  2.03744  1.23924  -1.02599
C  -0.87632  0.50399  -2.01521
C  -2.24789  0.72198  -2.24693
C  -2.83985  0.53424  -3.49074
C  -2.00644  0.23169  -4.55979
F  -2.55848  0.00507  -5.79054
C  -0.62172  0.13911  -4.42614
C  -0.08251  0.21642  -3.14166
H  1.58037  -1.90564  1.47327
H  2.14977  -1.82431  3.88186
H  0.37172  -1.35325  5.58150
H  -2.00325  -1.00931  4.81263
H  -2.55238  -1.13315  2.41238
H  -1.22959  0.92807  0.07521
H  0.04713  1.55320  1.71502
H  2.19342  2.28719  2.71531
H  4.17989  1.55182  -1.04767
H  2.02042  1.00757  -2.09393
H  -2.88675  0.97911  -1.39606
H  -3.92326  0.58260  -3.61858
H  0.01266  -0.06494  -5.29448
H  0.98022  -0.05665  -3.00571

---

Computed electronic energy, in the same sequence as the records: -79970.5133, -124000.3760, -152641.2553, -31454.4175 eV.
Computed molar mass, in the same sequence as the records: 760.1, 722.6, 798.3, 344.4 g mol⁻¹.